ORCA calculation (ωB97M-V/def2-TZVPD) on a 10-piece molecular cluster, C19H59NO11 overall in a non-equilibrium geometry.

Output
- Electronic energy: -44664.551 eV
- Relative energy (zero: lowest compared OMol25 entry of this formula, charge and spin): 38.73 kcal/mol
- HOMO-LUMO gap: 9.04 eV
- SMILES: COCCNCCOC.CCO.CCO.CCO.CCO.CO.CO.CO.CO.CO

Geometry (Å):
1 C -2.0640 1.2910 -4.7893
2 O -0.6378 1.1123 -4.5289
3 C 0.0841 1.6971 -5.5938
4 C 1.4943 1.1627 -5.5936
5 N 2.2465 1.7359 -6.6972
6 C 3.3910 0.9419 -7.2217
7 C 3.9977 1.7181 -8.3635
8 O 4.4189 3.0296 -7.9108
9 C 4.9664 3.9147 -8.8650
10 H -2.3714 0.5935 -5.5684
11 H -2.3208 2.3432 -4.9120
12 H -2.4811 1.1077 -3.7990
13 H 0.1539 2.7676 -5.4011
14 H -0.4542 1.6390 -6.5398
15 H 1.4277 0.0817 -5.7166
16 H 2.0571 1.5205 -4.7314
17 H 2.6435 2.6346 -6.4630
18 H 3.2141 -0.0671 -7.5942
19 H 4.1459 0.8143 -6.4458
20 H 3.2963 1.8172 -9.1920
21 H 4.8905 1.1871 -8.6937
22 H 5.7936 4.4271 -8.3737
23 H 4.1695 4.4882 -9.3384
24 H 5.3899 3.3635 -9.7046
25 C -6.6264 -4.4505 1.8556
26 O -5.5758 -3.7193 2.3636
27 H -7.1244 -4.8644 2.7323
28 H -7.3143 -3.8076 1.3064
29 H -6.3262 -5.2719 1.2050
30 H -6.0251 -3.0743 2.9147
31 C -1.3813 5.4932 -1.3401
32 O -1.4752 4.2679 -0.6302
33 H -0.4101 5.5305 -1.8334
34 H -2.1183 5.6714 -2.1232
35 H -1.2672 6.2706 -0.5846
36 H -1.3790 3.5896 -1.3027
37 C -0.9888 -7.1222 -1.6532
38 O -0.4014 -5.8916 -1.9486
39 H -2.0371 -6.8985 -1.4557
40 H -1.0695 -7.9028 -2.4097
41 H -0.6081 -7.5667 -0.7336
42 H -0.5440 -5.3532 -1.1667
43 C -3.1541 4.2994 4.5959
44 O -2.5220 3.2055 3.9999
45 H -2.5954 5.1771 4.2710
46 H -4.1813 4.5376 4.3200
47 H -3.1038 4.2860 5.6846
48 H -2.2493 3.5011 3.1282
49 C 2.3006 -0.3873 7.3328
50 O 2.2586 -1.0225 8.5691
51 H 2.1968 0.6811 7.5225
52 H 3.3214 -0.4652 6.9588
53 H 1.6190 -0.7695 6.5729
54 H 3.1542 -1.2160 8.8557
55 C 0.7703 -0.8754 0.8568
56 C -0.4924 -1.5060 1.5945
57 O -0.7311 -2.8953 1.2982
58 H 0.8440 0.1824 1.1091
59 H 0.6522 -0.9024 -0.2264
60 H 1.6602 -1.4367 1.1417
61 H -1.3591 -0.9574 1.2257
62 H -0.4663 -1.3512 2.6731
63 H -1.6262 -3.0167 1.6230
64 C 3.9653 4.9368 -1.9911
65 C 4.4775 5.3506 -3.3695
66 O 3.3130 5.6258 -4.0467
67 H 3.5210 5.6848 -1.3346
68 H 4.8374 4.5488 -1.4649
69 H 3.2730 4.0957 -1.9531
70 H 4.9507 4.4908 -3.8437
71 H 5.0271 6.2837 -3.2453
72 H 3.5753 5.6149 -4.9701
73 C -3.4397 -1.3350 7.8963
74 C -4.7437 -0.5451 7.4842
75 O -4.6956 -0.3768 6.0326
76 H -2.6286 -0.6545 7.6373
77 H -3.3597 -2.3268 7.4513
78 H -3.4272 -1.4405 8.9811
79 H -4.7670 0.4682 7.8852
80 H -5.5524 -1.1761 7.8528
81 H -4.0351 0.3143 5.9439
82 C 1.6824 -5.8918 5.1298
83 C 0.5475 -6.6250 4.3840
84 O 0.4064 -7.8736 4.9693
85 H 2.5742 -6.5063 5.2529
86 H 1.4323 -5.7394 6.1797
87 H 1.9447 -4.9933 4.5711
88 H 0.8943 -6.7869 3.3634
89 H -0.4521 -6.1921 4.3470
90 H -0.3960 -8.2415 4.5919